Record 1
Density functional theory data (wB97M-V/def2-TZVPD) for a cluster of 2 separate species, C2H3ClN2O2 in total.

Geometry (Å):
C: -3.1398 -0.5313 0.5086
C: 2.0304 0.2602 0.4200
N: 1.5723 -0.0199 -0.8083
N: 0.4041 0.0383 -1.3735
O: -3.6331 0.4296 0.8781
O: -2.7912 -1.5724 0.2788
Cl: -0.8531 0.8657 -0.5068
H: 2.9364 0.2044 0.9025
H: 1.2855 0.7647 1.1099
H: 2.1885 -0.4392 -1.4094

Forces on the atoms, in the same order (eV/Å):
-1.400 1.276 1.205
-4.893 1.659 -0.286
-0.528 1.385 4.776
-0.597 0.115 -1.057
-0.630 2.543 0.313
1.865 -3.998 -1.445
1.160 -0.109 0.177
2.465 -0.751 -0.419
0.683 -0.784 -1.231
1.876 -1.335 -2.033

Computed properties:
Gap between HOMO and LUMO (alpha / beta): 9.0 / 9.0 eV

***

Record 2
Density functional theory data (wB97M-V/def2-TZVPD) for an isolated molecule of C2H3ClN4O2S.

Geometry (Å):
C: -0.0516 -0.4209 -0.0401
C: -1.7482 0.1443 -0.0051
N: 0.4669 -1.1072 -1.1429
N: 0.4468 -1.0699 1.0939
N: 1.2024 -2.0040 -0.6907
N: 1.1914 -1.9801 0.6911
O: 0.4238 1.8716 1.2115
O: 0.5586 1.8665 -1.2384
S: 0.7961 1.2270 0.0042
Cl: 2.7501 0.7699 0.1185
H: -1.8318 0.7076 0.9130
H: -2.3469 -0.7546 -0.0202
H: -1.8576 0.7499 -0.8949

Forces on the atoms, in the same order (eV/Å):
-2.849 2.483 0.316
3.233 -1.397 -0.220
0.037 -0.388 -1.030
-0.030 -0.563 1.141
-0.037 -0.235 -2.112
-0.067 -0.199 2.057
0.032 -0.136 0.354
0.053 -0.104 -0.400
-0.227 0.694 -0.083
-0.005 -0.076 -0.046
-0.007 0.002 0.099
-0.097 -0.090 -0.003
-0.037 0.008 -0.072

Computed properties:
SMILES string: CC1(S(=O)(=O)Cl)N=NN=N1
Gap between HOMO and LUMO: 9.4 eV

***

Record 3
Density functional theory data (wB97M-V/def2-TZVPD) for an isolated molecule of C2H3ClNOP.

Geometry (Å):
C: 0.8770 0.5166 -0.2920
C: 0.4061 -0.2406 0.8891
N: 0.2610 0.4088 -1.3555
O: -0.8501 -0.8228 0.5559
P: -1.0699 -0.9584 -1.0757
Cl: -2.6796 0.3241 -1.3093
H: 1.5321 1.2519 -0.1837
H: 1.2076 -0.9880 1.0041
H: 0.3159 0.5084 1.7672

Forces on the atoms, in the same order (eV/Å):
-3.035 -1.761 0.658
0.348 0.951 1.281
-2.227 -2.165 -2.434
0.538 -0.481 -0.150
1.365 2.512 0.348
0.044 -0.238 -0.072
3.395 2.984 0.537
-0.508 -0.159 0.914
0.081 -1.643 -1.081

Computed properties:
SMILES string: ClP1N=CCO1
Gap between HOMO and LUMO: 10.3 eV

***

For the records above, the corresponding energy relative to the best compared isomer or geometry (same formula, charge and spin) values read 2.4504 2.7410 0.8283 eV.